[1]
25
Properties=species:S:1:pos:R:3:forces:R:3:mulliken_spin:R:1 method="wB97M-V/def2-TZVPD" total_charge=+1 energy_ev=-18515.39041 spin_multiplicity=3 e_homo_ev="-9.0140 / -12.7596" homo_lumo_gap_ha="0.212 / 0.232"
C 2.111510 -1.311606 -2.163521 0.238 2.550 0.547 -0.01
C 1.656103 -2.259023 -1.285617 -1.744 -2.042 1.898 0.09
C 1.738591 0.003477 -1.845947 0.728 -0.449 -2.081 0.07
C 0.606760 -1.994447 -0.369094 1.414 0.106 0.586 -0.05
C 0.882354 0.324929 -0.813239 -2.224 3.448 1.058 -0.02
C 0.214952 -0.632152 -0.066619 0.880 -3.980 -0.871 0.09
C 0.429846 1.750071 -0.628212 2.756 -3.893 -1.455 0.31
C -0.942282 -0.464660 0.791848 0.597 2.130 1.625 0.08
N -0.240968 1.986470 0.574941 -0.500 -0.294 0.772 0.62
N -1.297239 0.920998 1.094936 -1.468 0.579 -0.024 0.15
N -2.574138 1.295468 0.646339 0.013 -0.524 2.674 0.05
N -0.552853 -1.101762 2.270000 3.553 -1.446 -2.886 0.05
O 0.671022 2.675702 -1.398311 -0.577 1.835 -0.521 0.38
O -0.687995 3.194648 0.738029 -0.358 0.167 -0.211 0.19
H 2.814608 -1.489933 -2.972155 -0.187 -0.151 0.206 0.00
H 2.037606 -3.285908 -1.212129 -0.143 0.446 -0.663 0.00
H 2.018253 0.839118 -2.492724 0.198 -0.306 0.253 0.01
H 0.299415 -2.900823 0.244073 -0.007 1.270 -0.797 0.00
H -1.806161 -1.056025 0.540918 -0.371 0.130 -0.173 0.00
H -2.966185 2.154791 1.044181 0.640 -0.648 0.198 0.00
H -2.608023 1.314772 -0.312510 -0.225 0.143 -2.908 0.00
H -1.292984 -1.128424 2.865689 -3.552 -1.244 1.750 -0.01
H 0.011926 -0.478973 2.837533 1.206 0.277 -0.676 -0.01
H -0.037085 -2.050248 2.028279 -1.370 2.309 1.240 -0.01
H -0.487032 3.693541 -0.116687 0.504 -0.411 0.458 0.01


[2]
24
Properties=species:S:1:pos:R:3:forces:R:3:nbo_charge:R:1 method="wB97M-V/def2-TZVPD" energy_ev=-15919.87152 e_homo_ev=-8.8103 homo_lumo_gap_ha=0.333
C -3.141103 -0.193773 1.531943 2.114 -1.163 0.453 -0.65
C -2.937729 0.622315 0.129781 -3.335 1.580 1.341 -0.42
C -1.936463 0.161950 -0.877568 -0.288 -2.301 -2.758 -0.28
C -0.492001 -1.919791 -0.568418 -0.879 0.168 0.468 0.25
C 1.352893 -1.135466 0.025204 3.766 3.360 0.029 0.36
C 2.896812 0.424949 0.650747 1.370 -2.297 1.157 0.25
C 0.913475 1.234340 -0.176758 2.888 4.944 -0.240 0.38
C 0.501631 0.006937 -0.227689 -1.619 -5.933 0.464 -0.06
H -4.107869 0.339491 2.089223 2.547 -2.233 -1.376 0.25
H -3.038021 -1.652944 1.282345 -1.020 4.691 0.893 0.21
H -2.076835 -0.075979 2.312070 -3.396 -0.116 -2.526 0.23
H -2.707849 1.819623 0.505181 -0.905 -3.302 -1.286 0.21
H -4.109473 0.566987 -0.623262 3.568 0.578 2.811 0.23
H -2.367692 -0.440492 -1.770003 0.092 0.799 1.769 0.22
H -1.466772 0.936866 -1.390991 -0.343 1.925 -1.040 0.24
H -1.286160 -2.694188 -0.625745 0.461 0.975 -0.455 0.21
H 3.774162 0.615016 1.404669 -1.346 -0.004 -2.127 0.19
H -0.775829 2.145140 -0.223189 -2.798 0.056 0.970 0.36
H 0.381267 3.241028 -0.453158 0.523 -0.346 0.163 0.40
N -0.738585 -0.549584 -0.551784 1.360 -2.565 1.175 -0.34
N 0.747222 -2.265472 -0.302666 -1.131 -1.129 0.242 -0.47
N 2.696952 -0.947226 0.464128 -3.420 2.438 -0.244 -0.46
N 2.187161 1.474275 0.228710 -0.865 -0.333 0.689 -0.51
N 0.083819 2.286675 -0.614188 2.655 0.208 -0.573 -0.80


[3]
21
Properties=species:S:1:pos:R:3:forces:R:3:nbo_charge:R:1 method="wB97M-V/def2-TZVPD" energy_ev=-12007.99089 e_homo_ev=-9.3480 homo_lumo_gap_ha=0.361
C 0.194688 0.845727 2.747599 -0.248 -1.738 -2.443 -0.19
C -0.921533 0.246048 3.194587 -1.138 -0.040 1.693 -0.24
C -1.881242 -0.323759 2.449417 -2.986 -3.791 -2.115 -0.21
C -1.693637 -0.612892 1.121860 0.971 2.237 -1.153 -0.20
C -0.377745 -0.165882 0.664136 -2.957 -1.225 -1.187 -0.20
C 0.517940 0.533478 1.401697 -0.754 1.427 2.229 -0.23
C 0.623471 -0.438162 -2.855038 0.627 1.065 -0.462 0.64
C 0.719218 0.944221 -2.242432 0.578 1.690 0.103 -0.73
H 0.724677 1.458218 3.374603 1.647 1.258 1.220 0.21
H -1.314037 0.140625 4.145725 0.519 1.008 2.733 0.22
H -2.813728 -0.872832 2.835633 1.352 1.574 0.239 0.21
H -2.653255 -0.774255 0.502111 2.282 -0.474 0.526 0.23
H -0.185573 -0.269600 -0.371971 0.240 -0.455 -0.586 0.20
H 1.302485 1.101099 0.974745 0.978 -0.121 -0.717 0.21
H 1.546775 -2.095423 -3.586486 -0.180 2.271 5.002 0.40
H 2.526878 -1.495541 -1.930760 -3.830 1.483 -1.638 0.44
H 0.919155 1.713349 -3.201945 -1.200 -1.853 2.938 0.26
H 1.576456 1.095098 -1.510478 -0.633 -0.497 -1.191 0.21
H -0.159817 1.046747 -1.509935 0.792 0.814 -2.045 0.26
N 1.504475 -1.389925 -2.438394 3.647 -4.901 -3.839 -0.87
O -0.155652 -0.686338 -3.764673 0.294 0.269 0.693 -0.61


[4]
21
Properties=species:S:1:pos:R:3:forces:R:3:nbo_charge:R:1 method="wB97M-V/def2-TZVPD" energy_ev=-12010.78031 e_homo_ev=-9.1666 homo_lumo_gap_ha=0.336 smiles="N#CC1=CCCCC=C1.O"
N 3.184348 0.160502 0.894375 -1.379 -0.023 -0.981 -0.35
C 2.114777 0.154042 0.434872 1.103 0.135 0.966 0.30
C 0.696176 0.177632 0.129198 -0.386 -0.563 -0.112 -0.21
C 0.135455 -1.014494 -0.186061 0.511 0.333 0.325 -0.06
C -1.309501 -1.369992 -0.309127 -0.101 -0.116 -0.465 -0.46
C -2.327556 -0.504711 0.425970 -0.098 -0.084 0.203 -0.39
C -2.432072 0.938672 -0.061170 -0.162 0.074 -0.080 -0.46
C -1.258895 1.814622 0.263368 0.633 0.016 0.104 -0.13
C 0.045086 1.489402 0.335267 -0.413 0.318 -0.012 -0.23
H 0.824200 -1.851729 -0.324481 -0.133 0.239 0.083 0.22
H -1.546796 -1.395318 -1.387965 -0.038 -0.009 0.236 0.23
H -1.417605 -2.413253 0.024114 0.042 0.250 -0.047 0.23
H -3.311899 -0.980197 0.310220 0.227 0.093 0.034 0.22
H -2.105242 -0.507994 1.504026 -0.016 0.006 -0.256 0.21
H -2.607231 0.952023 -1.151296 0.080 0.003 0.252 0.22
H -3.327783 1.399489 0.379013 0.186 -0.129 -0.083 0.22
H -1.499070 2.855741 0.496644 0.097 -0.256 -0.201 0.21
H 0.738790 2.303948 0.556056 -0.170 -0.285 0.049 0.23
O 5.376402 -0.920030 -1.026812 -0.013 -0.238 0.902 -0.95
H 5.280093 -1.067429 -0.053631 -0.100 0.436 -1.288 0.48
H 4.748333 -0.220927 -1.252583 0.132 -0.200 0.372 0.47


[5]
22
Properties=species:S:1:pos:R:3:forces:R:3:nbo_charge:R:1 method="wB97M-V/def2-TZVPD" energy_ev=-14055.09334 e_homo_ev=-8.8450 homo_lumo_gap_ha=0.334 smiles="C[C@H](CCc1ccco1)N=O"
C 0.813453 -0.063480 2.253822 -1.846 2.737 -2.764 -0.62
C 1.281131 -0.522492 0.849178 -0.454 0.893 0.826 -0.17
C 0.315145 -1.606005 0.288992 2.965 -0.012 -2.479 -0.40
C -0.151578 -1.258909 -1.208078 -4.263 0.146 2.382 -0.42
C -0.806941 0.142432 -1.205016 0.174 -0.591 -0.333 0.27
C -0.443855 1.337116 -1.755965 0.123 0.329 -0.194 -0.32
C -1.564802 2.260727 -1.469986 1.141 -2.011 -0.064 -0.31
C -2.461420 1.519627 -0.803430 1.090 -0.157 -0.178 0.09
O -2.035546 0.274212 -0.608341 1.363 -1.701 -0.313 -0.43
N 2.709782 -0.876957 0.625859 0.635 -0.753 0.905 0.16
O 3.435336 -0.978675 1.592280 -1.244 0.359 -0.832 -0.29
H 1.214749 -0.667948 2.944819 1.232 -2.115 2.971 0.21
H 1.208564 0.980864 2.356301 -0.499 -0.909 0.474 0.22
H -0.358089 -0.039693 2.320396 2.329 0.010 -0.161 0.21
H 1.288983 0.441889 0.342497 -0.422 -0.261 -1.096 0.23
H -0.419228 -1.559979 1.045756 -1.426 -0.784 0.033 0.23
H 0.909756 -2.583524 0.275784 -1.164 1.064 0.166 0.22
H 0.619251 -1.135922 -1.900223 1.490 -0.591 -0.951 0.23
H -1.021423 -2.019085 -1.564667 2.339 1.587 0.658 0.23
H 0.519303 1.522709 -2.319223 -1.497 -0.135 0.816 0.24
H -1.683489 3.254454 -1.733674 -0.008 1.633 -0.490 0.23
H -3.369085 1.578640 -0.327080 -2.057 1.263 0.625 0.20


[6]
23
Properties=species:S:1:pos:R:3:forces:R:3:nbo_charge:R:1 method="wB97M-V/def2-TZVPD" energy_ev=-24890.78202 e_homo_ev=-10.5268 homo_lumo_gap_ha=0.406 smiles="CS(=O)(=O)C1(C#N)CC2(CC2)C1"
C -1.139085 -0.944919 2.909056 1.160 2.725 -2.789 -0.81
S -1.875350 -0.807892 1.152409 1.206 -2.619 2.061 2.12
O -1.720639 -2.092013 0.456038 0.244 1.767 0.611 -0.92
O -3.174718 -0.287603 1.385117 -1.111 0.739 -0.618 -0.91
C -0.774035 0.468710 0.316672 -1.324 0.929 0.663 -0.36
C -1.510284 1.720481 0.468092 -0.285 2.499 0.315 0.27
N -1.989811 2.784451 0.518345 0.862 -2.205 -0.066 -0.28
C 0.743724 0.419625 0.664754 -0.513 -1.729 -0.674 -0.37
C 0.967404 0.020806 -0.809720 -1.587 0.300 1.175 -0.07
C 1.992409 0.673635 -1.562695 3.243 1.609 0.375 -0.40
C 1.998243 -0.800851 -1.469554 2.239 -1.580 3.081 -0.40
C -0.532062 0.105821 -1.159995 2.154 -0.123 1.579 -0.39
H -1.472695 -1.742421 3.491858 -0.729 -1.508 0.361 0.25
H -0.068739 -0.982619 2.642679 -0.509 -0.320 0.971 0.21
H -1.372221 0.024114 3.405197 0.156 -0.647 -0.451 0.24
H 1.239868 1.312136 0.972904 -0.048 0.904 0.061 0.23
H 0.992302 -0.342599 1.396414 0.053 -0.134 -0.117 0.21
H 2.830930 1.095547 -0.844251 -1.732 -0.219 -2.126 0.21
H 1.749460 1.125389 -2.512160 0.284 0.402 0.037 0.23
H 1.747586 -1.494546 -2.219333 -0.433 -0.367 -1.049 0.23
H 2.799898 -1.234748 -0.738697 -1.500 0.735 -1.517 0.21
H -0.902026 -0.869630 -1.209210 -0.975 -1.389 -1.376 0.25
H -0.712254 0.848290 -1.901198 -0.854 0.232 -0.504 0.24